No. 1
Molecular formula: C39H65F3N3O11S3
Method: DFT, ωB97M-V/def2-TZVPD

```
124
Properties=species:S:1:pos:R:3
C 7.79000 38.43700 10.18200
C 7.37200 39.90600 10.37500
O 8.19900 40.80500 10.51400
N 5.96200 40.16000 10.55500
H 5.52000 39.57000 9.84600
H 5.51000 39.38400 11.20400
C 5.43500 41.48900 10.94200
H 6.96700 38.10800 9.45900
H 7.97300 37.93100 11.10500
H 8.83500 38.50700 9.71200
H 5.92000 41.81800 11.85300
H 4.48200 41.44100 11.02000
H 5.74200 42.17100 10.05100
C 6.31800 35.82100 14.28000
C 6.42400 37.09400 15.11800
O 6.30500 37.07000 16.39200
N 7.00800 38.30000 14.53200
H 7.88100 38.18100 14.26000
H 6.56400 38.16200 13.61900
C 6.80400 39.59300 15.05700
H 5.47800 36.07400 13.74900
H 6.15300 34.94000 14.77200
H 7.20900 35.79600 13.74700
H 7.02400 39.60600 16.20900
H 5.87000 39.96500 14.82900
H 7.47100 40.43400 14.50000
C 2.01500 38.15700 11.08100
C 2.80700 36.79600 10.82200
O 2.20200 35.72800 10.93300
N 4.36700 36.92300 10.74200
H 4.64500 37.68800 9.98600
H 4.74300 37.40200 11.63600
C 4.85300 35.54400 10.36100
H 2.40500 38.83600 12.02800
H 0.99100 37.92900 11.02700
H 2.21100 38.88500 10.32800
H 4.49300 35.29000 9.42900
H 4.84200 34.76600 11.05600
H 5.81600 35.70700 10.42900
O 5.31100 38.30300 12.48800
H 4.53500 38.63900 12.58200
O 4.64800 38.74700 8.90000
H 3.88200 38.85800 8.26200
F 8.00800 32.13700 12.87300
C 8.15700 32.77600 11.69700
C 9.15500 33.76100 11.57500
C 9.22700 34.51900 10.43100
C 8.37600 34.44100 9.34100
C 7.25500 33.43300 9.53500
C 7.18900 32.69600 10.68400
H 9.68400 34.24400 12.39500
H 10.12800 35.28700 10.55900
H 8.35100 35.20100 8.70900
H 6.48500 33.34800 8.63100
H 6.03800 32.27700 10.77100
F 3.39200 31.55300 10.99100
C 3.15800 32.03800 12.24300
C 4.20100 31.86000 13.21200
C 4.03000 32.32900 14.45000
C 2.91500 33.23500 14.69700
C 2.06500 33.66200 13.66500
C 2.18700 33.02800 12.32300
H 4.96100 31.22100 12.76900
H 4.53300 31.83900 15.35000
H 2.92700 33.63400 15.84800
H 1.54500 34.55200 13.89700
H 1.49500 33.17600 11.55100
F -1.11300 32.30200 7.37300
C -0.15600 33.23600 7.42000
C 1.01100 32.99300 8.00900
C 2.03100 33.94200 8.16200
C 1.80300 35.21900 7.59100
C 0.64800 35.53200 6.96500
C -0.28300 34.52800 6.79200
H 0.84700 31.95900 8.58100
H 2.82800 33.43400 8.56200
H 2.55700 36.08400 7.78200
H 0.59900 36.52400 6.54900
H -1.19000 34.77200 6.12000
C 3.20700 41.63700 7.43300
C 2.13200 40.94900 6.54700
C 0.86400 41.49100 6.86800
S 0.92200 41.79900 8.55400
O 0.53600 40.66700 9.31700
O 0.30100 42.99300 8.85100
C 2.57300 41.95400 8.77500
H 3.42400 42.46900 6.78000
H 4.06500 41.03500 7.60300
H 2.08100 39.90500 6.86400
H 2.43100 40.87000 5.44400
H -0.00800 40.82100 6.57700
H 0.78300 42.41600 6.31600
H 2.84400 41.49200 9.50500
H 2.58700 42.98000 9.36100
C 6.01400 36.55900 3.88800
C 4.77500 37.11900 4.55600
C 5.20600 37.78900 5.78600
S 6.48200 36.71800 6.34900
O 6.08000 35.88200 7.43300
O 7.59300 37.64400 6.57200
C 6.86700 35.79200 4.88900
H 6.59100 37.28100 3.34900
H 5.72400 35.93500 3.08600
H 3.99000 36.29400 4.87400
H 4.15800 37.75000 4.08900
H 4.61800 37.51100 6.50800
H 5.44300 38.80300 5.70200
H 6.46900 34.86400 5.27300
H 7.86600 35.89900 4.70100
C 3.00400 39.06000 15.61200
C 2.58400 39.00300 17.01600
C 2.88100 37.74500 17.66800
S 2.55200 36.54300 16.35400
O 1.29600 35.98100 16.41400
O 3.79400 35.76200 16.25800
C 2.57300 37.64400 15.01400
H 3.94200 39.20500 15.47100
H 2.47000 39.90000 14.94500
H 1.54500 39.35700 17.07900
H 3.22300 39.77900 17.55000
H 2.26000 37.48200 18.50900
H 3.87800 37.85900 17.97500
H 1.51300 37.82000 14.58900
H 3.09500 37.24300 14.26700
```

## Properties
Relative energy (zero: lowest compared OMol25 entry of this formula, charge and spin) = 68.9 kcal/mol
Total charge = +1
Spin multiplicity = 1
Calculated total energy = -4010.26837 Eh

Results of the Mulliken charge analysis, in e, for atoms 1 through 5: number 1, C, carries -0.149; number 2, C, carries 0.629; number 3, O, carries -0.596; number 4, N, carries 1.603; number 5, H, carries -0.535

No. 2
Molecular formula: C39H65N6O4P2PdS2
Method: DFT, ωB97M-V/def2-TZVPD

```
119
Properties=species:S:1:pos:R:3
Pd -0.51588 -0.49680 -0.03181
C -0.13205 -4.96511 -0.79469
C 1.03930 -4.02726 -0.51012
C 2.26013 -4.79186 -0.00409
P 0.49390 -2.60014 0.58189
C 1.96122 -2.01694 1.57386
C 2.79351 -1.08487 0.69422
C 1.42870 -1.28027 2.80069
C -0.65827 -3.28080 1.81183
C -0.42935 -4.45643 2.49767
C -1.39336 -5.00775 3.35116
C -1.10993 -6.21171 4.16016
C -2.65898 -4.39691 3.39262
C -2.89669 -3.20961 2.75658
C -1.86580 -2.55663 2.02813
N -2.00953 -1.33589 1.49673
C -2.93732 -0.43713 1.89336
C -3.35297 -0.30738 3.23733
C -4.30110 0.62144 3.58117
C -4.89907 1.44651 2.61825
C -5.94799 2.40875 3.02436
C -4.45810 1.35590 1.29161
C -3.47327 0.45695 0.92516
P -2.72055 0.28208 -0.72051
C -2.82119 1.85600 -1.71894
C -2.35401 3.03870 -0.87459
C -4.17036 2.11116 -2.38368
C -3.63288 -1.04704 -1.66435
C -2.96427 -2.40258 -1.44286
C -5.11218 -1.09346 -1.30080
H 0.14361 -5.65833 -1.58631
H -1.01506 -4.41647 -1.11528
H -0.39706 -5.55490 0.07773
H 1.31539 -3.53364 -1.45344
H 2.09515 -5.24627 0.96845
H 3.14687 -4.16516 0.04939
H 2.46999 -5.60063 -0.70279
H 2.56186 -2.87843 1.87743
H 2.16355 -0.27028 0.30747
H 3.22844 -1.61567 -0.15272
H 3.60500 -0.66026 1.28369
H 0.60617 -0.61539 2.51254
H 2.21522 -0.68066 3.25586
H 1.06077 -1.97616 3.55168
H 0.51485 -4.96729 2.38703
H -0.07318 -6.52271 4.07171
H -1.76136 -7.03414 3.85953
H -1.33834 -6.02048 5.21022
H -3.45628 -4.86810 3.94886
H -3.87791 -2.75879 2.78440
H -2.89020 -0.92874 3.99058
H -4.60014 0.71414 4.61396
H -6.59668 1.96404 3.77652
H -6.54421 2.74645 2.18230
H -5.48490 3.28051 3.49105
H -4.91179 1.99530 0.55033
H -2.07959 1.67401 -2.51183
H -3.13035 3.36532 -0.18865
H -2.10450 3.87879 -1.51855
H -1.47109 2.77216 -0.29397
H -4.97400 2.21597 -1.66037
H -4.42973 1.32735 -3.09117
H -4.10511 3.04659 -2.93837
H -3.51087 -0.76390 -2.71708
H -3.19747 -2.78854 -0.45183
H -1.87553 -2.31395 -1.54693
H -3.32999 -3.11616 -2.17732
H -5.25173 -1.38016 -0.26048
H -5.60223 -1.84150 -1.92162
H -5.60698 -0.14101 -1.46848
C 3.69272 -1.92576 -5.33592
C 2.19019 -2.17161 -5.39950
N 1.50597 -1.73240 -4.18939
C 1.10045 -0.50124 -3.91393
S 0.19474 -0.26781 -2.45396
N 1.31746 0.50369 -4.74137
C 1.00714 1.90094 -4.51572
C 2.28724 2.70957 -4.33911
H 4.15112 -2.20949 -6.27793
H 4.14870 -2.51946 -4.54984
H 3.91510 -0.87854 -5.15105
H 1.98927 -3.23686 -5.50752
H 1.75076 -1.66660 -6.26227
H 1.32138 -2.43774 -3.49098
H 1.81933 0.31331 -5.60104
H 0.37488 1.97144 -3.62871
H 0.44803 2.28001 -5.37473
H 2.87405 2.33169 -3.50463
H 2.04627 3.75261 -4.16001
H 2.89427 2.66198 -5.23873
C 6.10452 5.34701 -0.86778
C 5.18994 4.29497 -0.29660
S 5.07420 4.61979 1.52067
O 6.29838 4.21724 2.12201
O 4.54287 5.93106 1.69858
C 3.75496 3.43237 2.09548
C 2.39247 4.07811 1.89118
N 1.33694 3.08428 1.83982
C 1.04040 2.31110 0.77663
N 0.05081 1.46258 1.05577
C -0.31780 1.70894 2.33697
C 0.47913 2.70382 2.84621
N 0.38858 3.22112 4.18120
O 1.21314 4.01892 4.54274
O -0.52996 2.77409 4.82345
C 1.67982 2.42874 -0.55415
H 6.18488 5.23930 -1.95001
H 7.09957 5.25659 -0.44133
H 5.72023 6.33942 -0.64640
H 5.59413 3.29270 -0.40168
H 4.18180 4.36858 -0.69452
H 3.97395 3.24838 3.14561
H 3.89145 2.51837 1.52190
H 2.38412 4.66234 0.96677
H 2.19433 4.76368 2.71687
H -1.11745 1.19689 2.83761
H 2.74332 2.19688 -0.51061
H 1.56248 3.43870 -0.94872
H 1.18750 1.73243 -1.23523
```

## Properties
Total charge = +3
Spin multiplicity = 1
Calculated total energy = -3760.54858 Eh

Results of the Mulliken charge analysis, in e, for atoms 1 through 5: number 1, Pd, carries 0.649; number 2, C, carries -1.325; number 3, C, carries 1.543; number 4, C, carries -1.322; number 5, P, carries 1.124

No. 3
Molecular formula: C39H67BKN6OP2S
Method: DFT, ωB97M-V/def2-TZVPD

```
118
Properties=species:S:1:pos:R:3
K -1.07725 0.64464 -0.35052
C 0.45632 -1.77117 -2.51531
C 1.95663 -1.80016 -2.86640
C 2.18356 -0.71032 -3.92516
C 2.26449 -3.16562 -3.47741
P 2.94292 -1.31683 -1.33799
C 2.33181 -2.50404 -0.04357
N 1.92499 -1.84522 1.17026
B 0.98229 -0.70195 1.25034
N 0.94715 -0.54409 2.73098
C 0.18622 0.44181 3.46474
P 0.28430 2.14920 2.72734
C -1.18522 2.91883 3.63150
C -1.42434 2.49828 5.08516
C -2.40067 2.47929 2.79699
C -1.11166 4.44563 3.55724
C 1.91048 2.78676 3.43984
C 2.98766 1.76388 3.04661
C 1.98547 3.00743 4.94944
C 2.26056 4.09458 2.71456
C 1.72652 -1.47217 3.38575
C 1.97245 -1.69308 4.73222
C 2.84151 -2.72471 5.10335
C 3.44175 -3.52518 4.14659
C 3.19221 -3.31968 2.78525
C 2.34238 -2.29283 2.40636
C 4.72764 -1.95375 -1.48084
C 5.42548 -1.27989 -2.66102
C 5.00452 -3.45971 -1.56392
C 5.37840 -1.42152 -0.18986
H -0.10367 -1.78866 -3.45557
H 0.15253 -0.87532 -1.97002
H 0.15002 -2.63467 -1.92401
H 1.60140 -0.94890 -4.82216
H 3.23077 -0.61446 -4.22010
H 1.83914 0.26070 -3.55984
H 1.51332 -3.40345 -4.23957
H 2.24025 -3.96443 -2.73264
H 3.23929 -3.18256 -3.96506
H 3.14562 -3.19456 0.17420
H 1.52597 -3.11813 -0.45552
H 0.52812 0.47931 4.50191
H -0.87076 0.15874 3.50498
H -1.52769 1.41739 5.18528
H -2.35854 2.94560 5.44383
H -0.62627 2.82545 5.74920
H -2.52440 1.39516 2.74605
H -2.33390 2.85699 1.77399
H -3.31391 2.88709 3.24329
H -0.34255 4.85291 4.21492
H -2.07204 4.87093 3.86949
H -0.90950 4.78553 2.53845
H 2.92857 0.85135 3.64138
H 3.97224 2.21585 3.21607
H 2.90787 1.47169 1.99579
H 1.68840 2.11797 5.50911
H 1.36027 3.83984 5.27475
H 3.01806 3.24130 5.23419
H 2.32187 3.93113 1.63601
H 3.23704 4.45103 3.06301
H 1.53595 4.88963 2.87956
H 1.49048 -1.08910 5.49130
H 3.03369 -2.90388 6.15480
H 4.10343 -4.32760 4.45114
H 3.65181 -3.96454 2.04517
H 5.09716 -1.69049 -3.61861
H 6.50812 -1.43279 -2.58989
H 5.23685 -0.20612 -2.66902
H 4.75525 -3.87219 -2.53847
H 4.46796 -4.03741 -0.80960
H 6.07395 -3.63713 -1.40094
H 5.26148 -0.33809 -0.10225
H 6.44853 -1.65389 -0.20245
H 4.94964 -1.86604 0.71058
C -5.88461 -0.79947 2.06516
C -5.77382 0.36416 1.31668
C -4.76845 0.47679 0.35452
C -3.81294 -0.51941 0.07128
C -3.98010 -1.67230 0.86685
C -4.97543 -1.82490 1.83021
H -6.65854 -0.90674 2.81770
H -6.46721 1.18489 1.48282
H -4.74665 1.42107 -0.19987
H -3.28784 -2.50711 0.74826
H -5.03996 -2.74442 2.40624
C 4.33597 2.81778 -3.60053
C 4.49537 4.11930 -2.82784
C 3.69303 5.24266 -3.47545
C 4.14184 3.96607 -1.34676
N 2.74455 3.63450 -1.12445
C 2.12177 2.44682 -1.09584
N 0.83986 2.66094 -0.94686
N 0.68880 4.00022 -0.87332
N 1.81619 4.59451 -0.98978
H 4.69175 2.93611 -4.62575
H 3.28812 2.51156 -3.65510
H 4.89806 2.00455 -3.14312
H 5.55481 4.39853 -2.83994
H 2.62548 5.01400 -3.46904
H 3.99872 5.37913 -4.51445
H 3.82667 6.19059 -2.95083
H 4.30855 4.90350 -0.81701
H 4.73959 3.19024 -0.86652
H 2.58673 1.46735 -1.12425
O -1.53130 1.12835 -2.85327
S -2.85455 1.42643 -3.49045
C -2.61138 1.01656 -5.25748
C -3.25505 -0.34607 -5.54470
C -3.38555 -1.06618 -4.20393
C -3.89524 -0.02043 -3.22518
H -1.52382 0.98810 -5.33920
H -2.98665 1.82348 -5.88656
H -2.66555 -0.90688 -6.27245
H -4.24944 -0.20012 -5.97450
H -2.41517 -1.42932 -3.85903
H -4.05845 -1.92320 -4.25761
H -3.80056 -0.27602 -2.15677
H -4.92225 0.28968 -3.44382
```

## Properties
Relative energy (zero: lowest compared OMol25 entry of this formula, charge and spin) = 5.9 kcal/mol
Total charge = -1
Spin multiplicity = 1
Calculated total energy = -3635.70486 Eh

Results of the Mulliken charge analysis, in e, for atoms 1 through 5: number 1, K, carries 1.636; number 2, C, carries -2.267; number 3, C, carries 2.271; number 4, C, carries -1.702; number 5, C, carries -1.985

No. 4
Molecular formula: C39H67BrO13S5
Method: DFT, ωB97M-V/def2-TZVPD

```
125
Properties=species:S:1:pos:R:3
C 5.68291 0.45997 -1.22255
C 4.37342 -0.08654 -2.04362
C 4.02787 0.73122 -3.42425
O 5.05660 1.27147 -4.11903
O 2.65731 0.89630 -3.99857
C 2.53208 0.18680 -5.28125
C 1.32849 -0.97296 -5.28052
C 1.53528 -1.96328 -3.99058
C 1.98894 -3.52478 -4.20758
O 1.88877 -4.03597 -2.80003
C 1.12208 -3.14726 -1.86473
C 0.24903 -2.26856 -2.98796
C -0.26230 -0.76558 -2.57890
C -0.98978 -0.65611 -1.11036
C -0.38595 0.66876 -0.29179
Br -1.44150 2.32631 -0.79076
C -1.07645 -3.04150 -3.65201
C -1.79305 -3.99103 -2.47730
C -1.31836 -5.53964 -2.14621
C -2.02637 -6.44342 -0.93007
C -3.23010 -5.79717 -0.01140
C -3.72295 -4.26078 -0.34706
C -3.01720 -3.38111 -1.54883
H 6.38574 1.17502 -1.82592
H 6.29747 -0.50917 -0.89480
H 5.29467 0.93123 -0.19759
H 3.38821 -0.16593 -1.38299
H 4.61605 -1.20629 -2.36858
H 3.55180 -0.22196 -5.71513
H 2.15732 0.99714 -6.07328
H 1.49724 -1.60134 -6.25852
H 0.25360 -0.49321 -5.34252
H 2.33267 -1.57611 -3.22649
H 3.16002 -3.65626 -4.39582
H 1.39385 -4.16320 -5.02206
H 0.53764 -3.64876 -0.98255
H 1.85854 -2.42072 -1.27222
H 0.63991 -0.01618 -2.61650
H -1.05556 -0.35088 -3.36870
H -0.81966 -1.61262 -0.45771
H -2.12834 -0.42976 -1.29347
H 0.76027 0.83024 -0.47974
H -0.55538 0.46422 0.85286
H -0.79599 -3.72217 -4.56376
H -1.89252 -2.25871 -4.01099
H -0.44967 -6.07340 -2.72247
H -1.66812 -7.55122 -0.67023
H -3.76803 -6.35596 0.88668
H -4.57200 -3.71154 0.28286
H -3.33671 -2.25953 -1.79308
O -4.13988 4.31255 -1.38372
S -4.11900 5.60459 -0.73078
O -4.31461 5.75510 0.69734
C -2.62015 6.44841 -1.19666
C -2.98873 7.19229 -2.47163
C -4.37123 7.79097 -2.21693
C -5.23754 6.69663 -1.59563
H -1.81360 5.72697 -1.33808
H -2.36541 7.14610 -0.39330
H -2.25114 7.96259 -2.71499
H -3.03855 6.49209 -3.31405
H -4.28153 8.63163 -1.51823
H -4.82134 8.17594 -3.13730
H -5.96136 7.10953 -0.88844
H -5.75598 6.11342 -2.36163
O 9.87085 0.15845 3.79687
S 9.05365 0.41758 2.63018
O 8.21649 -0.60073 2.02797
C 8.06099 1.86343 2.94603
C 8.93236 3.02419 2.48983
C 9.55987 2.57742 1.17027
C 10.08146 1.15523 1.36877
H 7.79891 1.91297 4.00426
H 7.15560 1.78738 2.33651
H 8.34938 3.94227 2.37202
H 9.72042 3.21513 3.22803
H 8.79648 2.58381 0.38279
H 10.36217 3.25177 0.85490
H 10.00718 0.56765 0.45021
H 11.11377 1.15422 1.72931
O 0.42951 1.01644 4.89708
S -0.56546 0.41009 4.03771
O -0.20960 -0.36414 2.86537
C -1.67186 -0.55451 5.04818
C -2.75399 0.43014 5.46556
C -3.08167 1.24110 4.21273
C -1.75664 1.65954 3.57769
H -1.12969 -0.98096 5.89386
H -2.08504 -1.35252 4.42408
H -3.63575 -0.08446 5.85840
H -2.37345 1.09693 6.24853
H -3.64595 0.61543 3.51055
H -3.70069 2.11316 4.44557
H -1.83015 1.70773 2.48829
H -1.40997 2.61930 3.97058
O -0.13375 -4.27520 1.34446
S 0.23923 -4.92345 2.58414
O -0.69475 -5.10109 3.67802
C 0.97661 -6.49906 2.19770
C 2.45432 -6.18712 2.01379
C 2.81799 -5.22400 3.14283
C 1.72871 -4.15440 3.20195
H 0.51200 -6.92014 1.30450
H 0.81758 -7.16183 3.05356
H 3.06340 -7.09531 2.04272
H 2.61768 -5.69981 1.04514
H 2.84971 -5.77112 4.09288
H 3.80432 -4.77498 2.98976
H 1.56093 -3.80721 4.22461
H 1.96559 -3.30570 2.55444
O -7.14758 1.82207 2.93779
S -6.74442 1.53336 1.57755
O -5.81947 0.46593 1.25277
C -8.21046 1.34486 0.58215
C -8.52199 2.75443 0.10172
C -7.17844 3.36196 -0.29871
C -6.18293 3.04938 0.81723
H -9.01301 0.90686 1.17801
H -7.96277 0.68841 -0.25736
H -9.22939 2.74748 -0.73265
H -8.96431 3.33989 0.91660
H -6.83695 2.90618 -1.23604
H -7.25628 4.44052 -0.46766
H -5.17220 2.90708 0.42645
H -6.18021 3.83117 1.58173
```

## Properties
Relative energy (zero: lowest compared OMol25 entry of this formula, charge and spin) = 178.8 kcal/mol
SMILES = CCC(=O)OCC[C@@H]1COC[C@]1(CCCBr)Cc1ccccc1.O=S1(=O)CCCC1.O=S1(=O)CCCC1.O=S1(=O)CCCC1.O=S1(=O)CCCC1.O=S1(=O)CCCC1
Spin multiplicity = 1
Calculated total energy = -7068.70369 Eh

Results of the Mulliken charge analysis, in e, for atoms 1 through 5: number 1, C, carries -0.883; number 2, C, carries 0.147; number 3, C, carries 0.360; number 4, O, carries -0.598; number 5, O, carries -0.225